w:
The following is a DFT calculation (wB97M-V/def2-TZVPD) of C5H11N3O as an isolated structure.

Structure (ORCA input):
```
! wB97M-V def2-TZVPD RIJCOSX def2/J DEFGRID3
* xyz 0 1
C 0.961 -0.636 0.641
C 1.344 0.094 -0.569
C -0.753 -0.072 -1.654
C -1.468 -0.419 -0.442
C -1.747 0.899 0.387
H 2.431 -0.323 -0.563
H 1.506 1.145 -0.794
H 1.253 0.188 -2.574
H -1.303 1.150 -1.838
H -1.359 -0.917 -2.423
H -0.918 -1.096 0.470
H -2.632 -0.785 -0.753
H -2.451 0.848 1.350
H -1.890 1.843 -0.350
H -0.189 2.381 1.008
H 0.038 0.018 2.536
N 0.642 -0.397 -1.762
N -0.400 1.313 0.848
N 0.405 0.526 1.682
O 1.371 -1.717 1.048
*
```

LUMO energy	0.577	eV
molar mass	129.16	g/mol

x:
The following is a DFT calculation (wB97M-V/def2-TZVPD) of C5H11N3O as an isolated structure.

Structure (ORCA input):
```
! wB97M-V def2-TZVPD RIJCOSX def2/J DEFGRID3
* xyz 0 1
C -0.533 1.001 0.889
C -0.469 -0.344 0.144
C -1.757 -0.442 -0.792
C 0.265 -1.527 0.963
C 2.936 -0.345 -0.301
H -0.328 2.137 -1.119
H 1.255 1.910 -0.279
H 0.204 1.116 1.854
H -1.914 1.091 0.791
H -1.678 -1.227 -1.519
H -1.632 0.323 -1.542
H -3.282 0.321 0.628
H 0.738 -0.975 1.835
H -0.450 -2.477 0.981
H 3.522 -1.456 -0.440
H 3.848 0.332 -0.757
N 0.106 2.046 -0.066
N 0.618 -1.028 -0.468
N 1.633 0.037 -0.473
O -3.080 -0.492 -0.329
*
```

LUMO energy	0.084	eV
molar mass	129.16	g/mol

Result of the stability comparison: x is the least stable of them.

w:
The following is a DFT calculation (wB97M-V/def2-TZVPD) of a 2-piece molecular cluster, C5H11N3O overall.

Structure (ORCA input):
```
! wB97M-V def2-TZVPD RIJCOSX def2/J DEFGRID3
* xyz 0 1
H 2.625 -2.670 0.334
N 2.254 -1.730 0.434
C 1.557 -1.363 -0.563
N 0.881 -2.028 -1.489
C 1.216 0.196 -0.468
N 0.932 0.773 -1.558
H 1.033 1.788 -1.529
H 1.267 -2.542 -2.274
H -0.262 -1.605 -1.513
H 1.658 0.659 0.419
C -1.085 1.735 1.591
C -1.703 0.972 0.425
C -1.088 -0.375 0.179
O -1.401 -1.035 -0.833
H -1.636 2.655 1.768
H -0.046 1.985 1.389
H -1.123 1.142 2.505
H -1.672 1.543 -0.504
H -2.762 0.776 0.637
H -0.644 -0.875 1.052
*
```

LUMO energy	-0.311	eV
molar mass	129.16	g/mol
SMILES string	[H]/N=C(N)/C=N/[H].CCC=O

x:
The following is a DFT calculation (wB97M-V/def2-TZVPD) of a 2-piece molecular cluster, C5H11N3O overall.

Structure (ORCA input):
```
! wB97M-V def2-TZVPD RIJCOSX def2/J DEFGRID3
* xyz 0 1
H 1.924 2.021 -0.198
N 1.114 1.464 -0.475
C 0.682 0.689 0.424
C -1.030 0.295 0.425
C -1.668 1.569 0.964
N -1.482 -0.012 -0.884
O -1.182 -0.722 1.311
H 1.048 0.667 1.462
H -1.205 1.848 1.907
H -2.726 1.369 1.128
H -1.561 2.380 0.248
H -1.247 0.726 -1.537
H -1.088 -0.884 -1.221
H -0.547 -1.483 1.063
C 1.667 -1.295 -1.641
C 1.317 -1.458 -0.391
N 0.872 -2.175 0.545
H 1.877 -0.318 -2.038
H 1.697 -2.144 -2.309
H 1.537 -2.539 1.218
*
```

LUMO energy	-0.155	eV
molar mass	129.16	g/mol
SMILES string	[H]/N=C/[C@@](C)(N)O.C=C=N

y:
The following is a DFT calculation (wB97M-V/def2-TZVPD) of one molecule with the formula C5H11N3O.

Structure (ORCA input):
```
! wB97M-V def2-TZVPD RIJCOSX def2/J DEFGRID3
* xyz 0 1
H 0.850 1.831 -2.325
N 0.187 1.247 -1.828
C 0.722 0.257 -1.195
O 1.992 -0.035 -1.091
C -0.289 -0.640 -0.479
C -1.618 -0.502 -1.198
C -0.439 -0.169 1.009
N -0.943 1.180 1.215
C 0.814 -0.325 1.807
N 1.870 -0.888 1.354
H 2.661 -0.929 1.988
H 2.171 -0.557 -0.057
H 0.129 -1.653 -0.454
H -1.373 0.686 -1.716
H -1.604 -1.052 -2.136
H -2.445 -0.899 -0.613
H -1.177 -0.854 1.456
H -0.422 1.829 0.631
H -1.901 1.238 0.891
H 0.814 0.236 2.743
*
```

LUMO energy	0.397	eV
molar mass	129.16	g/mol
SMILES string	[H]/N=C(\O)[C@H](C)[C@H](N)/C=N/[H]

Result of the stability comparison: x is the least stable of them.

w:
The following is a DFT calculation (wB97M-V/def2-TZVPD) of a 2-piece molecular cluster, C4H7FN2 overall.

Structure (ORCA input):
```
! wB97M-V def2-TZVPD RIJCOSX def2/J DEFGRID3
* xyz 0 1
C -2.581 -1.092 0.401
C -1.941 -0.306 -0.450
C -0.163 1.248 -0.154
C 2.457 0.320 0.266
N -1.306 0.878 -0.082
N 1.566 0.065 -0.799
F 0.917 -1.130 -0.633
H -2.977 -2.039 0.122
H -2.400 -0.945 1.447
H -1.928 -0.406 -1.550
H 0.345 2.140 0.007
H 2.461 1.419 0.156
H 2.046 -0.211 1.175
H 3.504 0.058 0.094
*
```

LUMO energy (spin up / spin down)	0.536 / 0.537	eV
molar mass	102.11	g/mol

x:
The following is a DFT calculation (wB97M-V/def2-TZVPD) of one molecule with the formula C4H7FN2.

Structure (ORCA input):
```
! wB97M-V def2-TZVPD RIJCOSX def2/J DEFGRID3
* xyz 0 1
C 0.302 -2.012 0.219
C 0.771 0.157 1.037
C -1.234 -0.377 -0.154
C 0.182 1.385 -0.938
N 1.073 -1.267 0.743
N -0.330 0.603 0.095
F -2.325 -0.504 0.767
H 0.293 -3.065 0.209
H 0.477 0.068 2.031
H 1.622 0.730 0.749
H -1.757 -0.529 -1.174
H -0.681 1.735 -1.655
H 0.660 2.153 -0.289
H 0.946 0.922 -1.640
*
```

LUMO energy	0.973	eV
molar mass	102.11	g/mol

Result of the stability comparison: w is the least stable of them.